Density functional theory data (the ωB97M-V functional and the def2-TZVPD basis) for C17H40N3O15V as an isolated structure.

XYZ file:
```
76
Properties=species:S:1:pos:R:3:forces:R:3:mulliken_charge:R:1
O -0.774296 0.535901 -1.097254 -2.20 -0.86 3.40 -0.3454
V -0.347296 0.934731 -2.569174 2.93 1.38 -1.74 1.1095
O 1.312154 1.145981 -2.382714 -0.33 -0.04 -0.72 -0.7407
O -0.744276 5.583741 -2.853274 0.65 0.30 1.51 -0.5933
C -1.377366 4.377701 -2.869894 -4.76 -2.23 -5.09 0.5542
O -0.691976 3.361571 -2.708074 2.23 -0.95 2.19 -0.5741
O -2.506716 4.331421 -3.394734 -0.56 1.37 1.18 -0.7807
H -0.078596 5.083721 -2.375314 2.42 1.18 0.48 0.3253
O 0.742364 3.020971 -6.194614 1.47 -0.11 0.76 -0.5053
C -0.095846 1.957771 -5.831944 -2.72 0.24 -1.18 0.5988
O 0.201724 1.108221 -5.000944 1.51 -0.47 0.98 -0.6777
O -1.169646 2.008331 -6.463534 -0.30 0.07 -0.75 -0.7740
H 0.139994 3.552901 -6.719774 -0.19 -0.10 -0.04 0.2713
O -3.401216 -1.207929 -3.172394 0.47 -3.40 1.46 -0.4365
C -3.408746 0.008741 -3.655374 -0.39 4.73 -2.39 0.5306
O -2.614286 0.866691 -3.313344 3.26 0.15 2.21 -0.4757
O -4.255846 0.312991 -4.501864 -2.61 -1.67 -1.29 -0.8091
H -4.055286 -1.628119 -3.735644 -0.28 -0.24 -0.03 0.2165
C -1.756046 -1.808349 1.823906 -0.76 -1.06 -0.46 -0.4594
O -1.082156 -1.276059 2.912606 -0.08 0.28 -0.01 -0.5151
C -0.063206 -0.453079 2.427916 2.30 -0.24 1.16 2.0411
C 0.835864 -0.128039 3.666066 -0.40 1.54 -1.73 -1.0284
N 2.276464 -0.186459 3.340826 -0.90 -1.51 0.33 -0.2280
C 2.800544 -1.546519 3.712296 -0.41 2.27 0.40 -0.6067
C 4.201414 -1.610869 3.281696 1.78 -1.84 -2.12 -0.4507
O 4.666384 -2.977149 3.424466 0.00 -0.91 0.95 -0.3223
C 6.018114 -3.308859 3.090066 -1.01 2.09 0.25 -0.8115
H -1.097416 -2.375619 1.166256 0.44 0.18 -0.26 0.2021
H -2.248166 -1.042629 1.224256 -0.15 -0.04 -0.08 0.1295
H -2.430616 -2.574399 2.206306 -0.52 0.27 0.05 0.2958
H -0.346836 0.424841 1.847476 -0.58 0.13 0.19 -0.3939
H 0.600654 -0.984109 1.745716 -0.11 -0.45 -0.32 -1.0472
H 0.514604 -0.750409 4.501256 0.13 -0.06 0.16 0.2433
H 0.614244 0.924811 3.840726 0.02 0.01 0.70 0.4639
H 2.722214 0.580491 3.823736 0.42 -0.33 0.18 0.2632
H 2.205804 -2.298079 3.193116 -0.03 0.04 0.34 0.3593
H 2.798344 -1.639549 4.798316 -0.50 -0.57 0.26 0.3066
H 4.866594 -0.887179 3.752756 0.04 0.06 0.26 0.3680
H 4.237084 -1.508769 2.197066 0.01 0.93 -0.16 0.3406
H 6.107314 -4.360529 2.817816 -0.11 0.19 0.10 0.2338
H 6.659484 -3.001649 3.916116 0.29 -0.54 0.38 0.3144
H 6.333024 -2.626509 2.300556 0.14 -0.37 -0.68 0.3338
C -1.844126 3.567791 1.445886 -0.15 -2.18 -0.01 -1.1170
C -2.984826 3.172021 2.427256 -0.05 1.72 -1.44 0.7437
C -3.756186 1.919121 2.042456 -0.12 -0.19 -0.96 -0.4554
O -4.387226 2.064661 0.732586 0.75 -1.12 2.36 -0.4399
C -4.000216 0.988251 -0.160914 0.54 1.76 -0.87 -0.5289
N -2.582946 3.190591 3.846496 0.08 -0.94 -0.57 -0.7603
H -2.168796 3.930871 0.470766 -0.24 1.01 0.44 0.4125
H -1.429406 2.646581 1.036646 0.48 -0.49 0.31 -0.1173
H -1.005006 4.050241 1.947106 -0.29 0.52 -0.20 0.3433
H -3.723276 3.967451 2.326826 -0.41 0.20 -0.24 0.1767
H -4.525926 1.693591 2.780526 -0.52 0.36 0.30 0.3903
H -3.133626 1.027141 2.112356 0.46 -0.04 -0.49 0.0914
H -4.104726 -0.052599 0.145366 -0.72 0.07 0.56 0.3018
H -2.942586 1.126591 -0.385344 0.15 -0.19 -0.40 0.2346
H -4.586636 1.266001 -1.036744 0.23 -0.71 -0.26 0.2375
H -3.408296 2.764231 4.242876 -0.01 0.12 1.01 0.2531
H -2.557006 4.163121 4.117816 -0.03 0.04 0.25 0.2751
C 2.310494 -2.104069 -3.617424 -2.05 0.25 -0.73 -1.5366
C 1.076994 -2.315059 -2.708304 1.37 -0.71 2.01 -0.0838
C 1.504344 -2.219759 -1.225374 0.60 0.49 0.40 0.3102
O 1.809814 -3.493739 -0.682704 -0.16 -0.91 -0.01 -0.4552
C 2.354744 -3.459359 0.615976 0.13 -1.04 -0.78 -0.3716
N 0.033654 -1.382299 -2.918644 -2.15 1.47 -0.97 -0.1084
H 2.869494 -3.015249 -3.830404 0.10 0.06 0.25 0.3454
H 2.904694 -1.225519 -3.366034 -0.05 -0.20 0.37 0.4339
H 1.751414 -1.801089 -4.502714 0.72 -0.01 -0.81 0.3651
H 0.578504 -3.277729 -2.821784 0.82 -0.83 -0.23 0.4147
H 0.796904 -1.757629 -0.536844 -0.47 0.41 -0.52 -0.3859
H 2.427484 -1.642589 -1.172654 -0.06 0.51 -0.06 0.2506
H 2.230644 -2.526309 1.165626 -0.20 0.05 -0.21 -0.1715
H 3.408144 -3.730759 0.546706 0.50 0.44 0.12 0.3425
H 1.924484 -4.316819 1.133416 -0.32 0.20 0.51 0.2731
H -0.806386 -1.740459 -2.487204 -0.18 0.21 1.06 0.1782
H -0.343196 -1.417899 -3.855024 0.69 0.26 -0.99 0.2322
```
Forces are in eV/Å.

Properties
Charge: -3
HOMO level (alpha / beta), eV: 3.055 / 1.683
HOMO-LUMO gap (alpha / beta), hartree: 0.0721 / 0.1225
Spin multiplicity: 2

Density functional theory data (the ωB97M-V functional and the def2-TZVPD basis) for C52H46N6OP2SbSe4TeY as an isolated structure.

XYZ file:
```
114
Properties=species:S:1:pos:R:3:forces:R:3:mulliken_charge:R:1
Y 0.986767 -0.511905 2.261142 0.47 0.04 -0.30 0.3230
Se 2.406007 0.661705 7.228978 0.30 0.20 -0.90 -0.7550
Sb 3.073940 0.902393 4.816593 -0.77 0.22 0.51 0.6241
Se 0.977252 1.977624 3.566120 0.45 -0.71 0.33 -0.7218
Se 2.982572 -1.518154 3.959758 -0.14 0.64 -0.06 -0.6412
Se 4.934759 2.341517 4.107658 -0.34 -0.53 0.17 -0.6711
N 8.861346 -2.934952 -4.646822 1.19 -0.17 -0.94 -0.5682
C 7.842994 -2.812733 -4.151366 -1.03 -0.16 1.24 -0.0308
C 6.664196 -2.636378 -3.354265 -1.45 0.56 -0.14 0.3794
C 5.663257 -1.768209 -3.791948 1.08 -0.28 0.13 -0.6827
C 4.577938 -1.459245 -2.981991 -0.01 0.97 -1.76 -0.0208
C 4.476789 -2.006702 -1.717640 -0.48 0.00 0.88 -1.0472
C 5.451005 -2.910844 -1.280450 -0.40 0.41 -0.87 -0.4949
C 6.475794 -3.246676 -2.117431 0.59 0.19 -0.99 -0.8525
C 3.451587 -1.577493 -0.711541 -0.54 1.20 0.40 0.7573
C 2.499645 -2.524877 -0.180802 -0.08 -0.69 0.16 -0.6674
C 2.472462 -3.903267 -0.485581 0.88 0.73 -1.55 -0.6255
C 1.568954 -4.529332 0.356492 0.23 -1.69 -1.67 -1.6792
C 1.051111 -3.524331 1.107639 -0.91 1.02 2.97 -0.3192
N 1.574801 -2.297439 0.829080 0.28 -0.65 -0.20 1.8387
C 3.571677 -0.271669 -0.284814 -0.54 0.08 0.60 -0.0455
C 4.465108 0.763545 -0.771795 -0.06 -0.18 -1.00 -0.6236
C 4.263389 1.877793 -0.009595 0.27 -0.62 -1.49 -2.0180
C 3.243850 1.520520 0.912374 0.42 1.26 0.83 -0.4824
N 2.819959 0.320087 0.788658 -0.51 -2.06 -0.49 1.8461
H 5.873536 -1.315892 -4.747584 -0.58 0.37 -0.17 0.4463
H 3.935558 -0.681798 -3.462417 -0.08 -0.87 1.15 0.6323
H 5.406432 -3.299144 -0.295214 -0.19 -0.41 0.68 0.6242
H 7.180091 -3.993375 -1.927723 1.02 -1.01 1.08 0.5015
H 2.996218 -4.293980 -1.363744 -0.11 -0.19 0.57 0.4671
H 1.272170 -5.586861 0.241716 0.16 0.79 0.57 0.3182
H 0.507101 -3.678809 2.084414 0.26 0.42 -1.44 0.3715
H 4.987792 0.629123 -1.742775 0.02 0.42 1.21 0.5286
H 4.637710 2.860077 -0.218014 0.22 0.22 0.29 0.4387
H 2.848943 2.153012 1.686889 0.08 0.12 0.12 1.2337
Te -2.389678 2.909332 -2.026628 0.63 0.46 0.55 0.4826
C -3.505678 1.748639 -3.327264 0.63 -0.39 1.03 0.1859
C -3.338433 0.387106 -3.417182 -0.96 -0.69 -0.98 -0.1489
C -4.370986 -0.378379 -3.971578 0.17 1.02 0.14 -0.6449
N -5.473079 0.136391 -4.521399 -0.31 1.07 0.07 -0.7281
C -5.594580 1.492084 -4.466222 0.18 -0.67 0.13 -0.3447
C -4.651182 2.292903 -3.816012 -2.16 0.67 -1.35 -0.5881
C -0.959759 1.524609 -1.349581 0.07 0.39 -0.12 -2.2157
P 0.782595 1.760071 -1.659472 -0.13 0.61 -0.09 2.4540
C 0.962053 1.894785 -3.506649 -0.52 0.18 1.29 0.1368
C -0.099292 1.786977 -4.379412 -0.96 -0.26 0.03 -0.5867
C 0.099278 1.915472 -5.732912 0.09 -0.32 -2.56 -0.3348
C 1.364420 2.176245 -6.306423 0.01 -0.38 2.50 -0.9485
C 2.417258 2.275321 -5.363757 1.24 0.61 -1.92 -0.4290
C 2.223078 2.138707 -4.017540 0.38 -0.66 0.64 -0.3297
C 1.103750 3.591807 -1.240614 0.31 -0.22 -0.01 0.2346
C 1.349211 3.907956 0.125520 -1.18 -0.48 0.14 0.4203
C 1.426859 5.217258 0.553091 0.72 0.85 0.30 -0.6444
C 1.428589 6.259531 -0.422170 -0.06 -0.71 1.91 -0.7159
C 1.266538 5.974827 -1.728135 0.16 -1.15 -2.13 -0.5785
C 1.111877 4.645225 -2.160046 0.19 0.06 1.89 -0.5230
P -1.312301 0.584108 0.076126 -0.02 -0.02 0.77 2.0779
C -2.192719 1.598844 1.348690 1.11 -0.11 0.14 0.3912
C -1.770477 2.937352 1.420739 -0.38 -0.76 0.35 -0.2759
C -2.003554 3.677114 2.571044 -0.69 -0.84 1.20 -1.2234
C -2.597727 3.030836 3.690916 -0.03 -0.15 -1.75 -0.5410
C -2.981366 1.685490 3.617133 0.43 1.93 0.80 -0.6569
C -2.751540 0.987329 2.482352 0.17 0.04 -1.21 -0.2813
C -2.549702 -0.706304 -0.360597 1.30 0.62 0.22 1.1250
C -1.921302 -1.781279 -0.956974 -0.72 -0.18 -0.29 -1.4570
C -2.652449 -2.856390 -1.411839 0.04 -0.13 -0.37 -0.5621
C -4.026635 -2.828673 -1.255313 -0.18 0.64 -0.43 -0.7441
C -4.658515 -1.701799 -0.734304 -0.80 -1.38 -0.41 -0.9278
C -3.910188 -0.667479 -0.250932 -0.93 1.05 1.56 -0.0908
H -2.466411 -0.105793 -3.066186 0.62 -0.24 0.52 0.9656
H -4.326808 -1.443444 -3.869065 0.06 -0.55 -0.31 0.4626
H -6.512392 1.948995 -4.907408 0.80 -0.53 0.35 0.3270
H -4.891188 3.354977 -3.706308 0.23 -0.24 0.00 0.2849
H -1.127783 1.562734 -4.050111 0.95 0.12 -0.04 -0.0492
H -0.748171 1.705922 -6.425130 0.56 0.36 0.61 0.3377
H 1.583546 2.171312 -7.357389 -0.23 0.20 -0.28 0.3941
H 3.467621 2.495946 -5.698477 -1.12 -0.38 0.11 0.3035
H 3.079367 2.062086 -3.337445 -0.22 0.46 -0.18 0.4262
H 1.300279 3.140634 0.927572 0.10 0.40 -0.85 -0.3191
H 1.590534 5.399396 1.658366 -0.28 -0.01 -1.50 0.4651
H 1.561703 7.276990 -0.164619 0.12 0.87 0.62 0.4051
H 1.343312 6.705332 -2.541150 -0.16 0.14 0.60 0.3535
H 1.053212 4.481074 -3.191723 -0.31 -0.44 -1.35 0.4387
H -1.145753 3.280331 0.605337 -0.23 0.44 0.03 -0.1446
H -1.703512 4.711744 2.650816 0.14 0.04 -0.02 0.3770
H -2.809852 3.535988 4.595501 0.10 0.73 0.73 0.3988
H -3.372725 1.216737 4.499650 -0.19 -0.25 0.26 0.4183
H -2.951974 -0.052466 2.545542 -0.15 -1.00 -0.53 0.3133
H -0.880042 -1.687902 -1.108324 1.15 -0.31 -0.14 0.6398
H -2.183058 -3.644218 -1.992142 0.05 -0.14 0.33 0.3786
H -4.627223 -3.608736 -1.663980 -0.34 -0.57 -0.17 0.4149
H -5.751205 -1.684738 -0.768759 0.31 0.14 0.33 0.3142
H -4.397956 0.108337 0.366756 0.30 -0.06 -0.82 0.3224
C -0.621945 -0.996463 5.756752 -1.57 2.02 1.52 -0.6885
N -1.624351 -1.903690 5.225569 0.46 0.02 -1.49 0.4019
C -2.555289 -2.603798 6.083244 1.12 0.35 0.59 -0.7968
C -3.927440 -2.644219 5.467135 0.14 -0.20 -0.72 -0.7435
C -3.876299 -3.304392 4.085233 0.37 -1.05 0.27 -0.4547
N -2.525453 -3.183207 3.507606 -0.18 0.11 0.70 0.2008
C -2.456830 -3.617929 2.143176 -0.61 0.81 -1.21 -0.8559
C -1.617639 -2.241410 3.925809 -0.04 0.05 -0.37 -0.2002
O -0.819105 -1.773339 3.079074 0.32 0.25 0.41 0.4144
H -1.186397 -0.516864 6.608263 0.99 -0.20 -0.55 0.2486
H -0.356157 -0.154798 5.111360 -0.37 -0.22 -0.37 -0.0319
H 0.322692 -1.339923 6.128685 0.36 -1.04 0.12 0.2994
H -2.462402 -2.128860 7.065979 -0.56 0.11 -0.20 0.3894
H -2.114422 -3.580507 6.239044 -0.38 -0.76 0.01 0.3762
H -4.392917 -1.680836 5.388296 0.26 0.88 -0.09 0.2786
H -4.610987 -3.182927 6.064440 -0.64 -0.87 0.90 0.4538
H -4.637230 -2.858904 3.417766 0.40 -0.11 0.07 0.2264
H -4.118006 -4.415800 4.156870 0.30 1.26 -0.08 0.3832
H -3.121026 -2.921145 1.558098 0.30 -1.13 0.01 0.3671
H -2.727613 -4.671693 2.110454 -0.52 0.04 -0.23 0.4127
H -1.481779 -3.549882 1.669169 0.08 0.21 0.47 -0.2799
```
Forces are in eV/Å.

Properties
Energy relative to the best compared isomer or geometry (same formula, charge and spin), kJ/mol: 166.1
Charge: -2
HOMO level, eV: -2.307
HOMO-LUMO gap, hartree: 0.2099
Spin multiplicity: 1

no.,strongest force on any atom (hartree/bohr)
1,0.14221
2,0.06353